The ion C30H36N3O2 with charge +1, computed with ωB97M-V/def2-TZVPD.

## Properties
SMILES: COc1ccc([NH2+][C@H](/C=C/N2[C@H](Cc3ccccc3)C(=O)N(C)C2(C)C)c2ccc(C)cc2)cc1
HOMO-LUMO gap, eV: 8.3
Net charge: +1
ΔE to the lowest compared entry with this formula, charge and spin, kcal/mol: 20.36

Cartesian coordinates (Å):
1 H -4.9758 2.2971 7.7440
2 C -6.3669 0.8789 2.7756
3 C 0.7825 -0.0178 2.4059
4 C -1.2306 -1.1735 3.1396
5 C -7.7186 0.6796 2.4509
6 H 0.4682 2.0422 1.8596
7 H 3.0021 -1.5731 3.0852
8 C -4.3659 0.9757 4.4171
9 H 2.7098 -1.6704 1.3229
10 C 3.8659 1.0463 8.8131
11 C -3.3928 1.1974 8.8214
12 C 1.9328 -0.4049 8.6859
13 C -1.3596 1.1583 2.6431
14 C -2.7974 1.1695 6.3333
15 H 3.7279 -0.9101 9.7606
16 C -8.1941 0.1950 4.7416
17 H -0.5352 -0.6017 8.0054
18 C -0.0069 1.1462 2.2576
19 H 1.3959 -1.3211 8.9504
20 H -3.5434 2.4329 11.4553
21 H -1.7231 -2.1174 3.3855
22 H -1.9515 1.7148 11.8824
23 H 0.6918 -2.1721 2.7336
24 C -1.9317 0.0231 3.1676
25 H 1.3919 2.4479 6.9088
26 C 2.9972 -1.0092 2.1462
27 H -3.3784 0.6538 11.6174
28 H -3.9504 3.2850 8.8198
29 C -6.8277 0.3448 5.0531
30 H -3.1933 -0.9083 9.2210
31 H -6.5520 0.2367 6.1072
32 H -4.5129 -0.5629 8.0903
33 H 4.8701 1.2493 9.1923
34 C -8.6569 0.3511 3.4355
35 H -4.1515 2.0298 4.0172
36 O -0.2178 1.7468 10.3366
37 C -5.8867 0.6550 4.0705
38 C 3.2215 1.9779 7.9891
39 C -1.1436 1.5905 9.5437
40 H -1.9793 1.3973 5.6496
41 H -3.9275 0.0904 2.7085
42 H -5.1854 2.1817 9.5174
43 N -2.4712 1.2308 7.6632
44 H -0.7456 2.4226 7.6200
45 C 1.9245 1.7300 7.5338
46 H -3.5175 -0.9613 3.8505
47 H -4.7295 -0.1624 9.8202
48 H -10.4893 1.1721 2.5952
49 H -5.7098 1.2596 1.9960
50 C 1.2742 0.5589 7.9241
51 C -3.9908 0.7841 5.8601
52 H -0.2738 0.2326 6.4627
53 C 3.2271 -0.1582 9.1453
54 C 0.1287 -1.2249 2.7798
55 C -0.1597 0.3228 7.5474
56 C -10.1385 0.2959 3.1595
57 C -4.4536 2.3110 8.7100
58 C -1.0792 1.4425 8.0141
59 O 2.1219 0.1324 2.1827
60 H -10.7067 0.2549 4.1013
61 H -1.9723 2.0517 2.5340
62 C -4.0071 -0.2030 8.9937
63 C -2.8679 1.5769 11.3055
64 N -3.3529 0.0190 3.5794
65 H -8.0741 0.7867 1.4291
66 H 3.9644 -0.5403 1.9699
67 H -10.3950 -0.5909 2.5676
68 H -8.9099 -0.0331 5.5417
69 H -4.7638 0.5197 6.5676
70 H 3.7252 2.8995 7.6979
71 N -2.4609 1.4908 9.9120